[1]
The following is a DFT calculation (ωB97M-V with the def2-TZVPD basis set) of an isolated molecule of C6H16N4O2 in a non-equilibrium geometry.

Last column: natural (NBO) charge in e.
Positions of all 28 atoms, in Å:
1 H 1.7620 -1.6453 2.6996  0.21
2 C -0.1164 -0.8746 -2.1601  -0.42
3 H 0.2107 -1.9519 2.3607  0.20
4 H 1.4946 -2.5891 -0.2637  0.22
5 C 1.7300 -2.7629 0.8661  -0.64
6 O 1.2060 2.7573 0.5289  -0.36
7 H 0.7379 0.2573 2.2106  0.18
8 H 0.2138 -0.7368 -3.3316  0.21
9 N -0.4525 1.3956 0.3486  0.14
10 C 1.1051 -0.2219 1.2207  -0.21
11 H -1.0534 0.8075 2.0685  0.45
12 N -2.6481 -0.9822 -1.3165  -0.90
13 N 0.3074 0.1926 0.1922  -0.34
14 N -0.0150 2.5934 0.7165  0.24
15 H -2.5012 -0.6978 -0.3112  0.39
16 H 2.8436 -2.6240 0.9260  0.21
17 H 1.9350 -0.4638 -1.1542  0.21
18 C 1.1512 -1.6998 1.7660  -0.41
19 H -1.6012 0.6661 -2.3023  0.20
20 C 0.8920 -0.0779 -1.1997  -0.23
21 H 2.1950 0.0286 1.0881  0.18
22 H -0.2855 -1.9589 -1.8870  0.21
23 H -1.7345 -0.7230 -3.3348  0.19
24 O -1.5401 1.0803 1.1312  -0.51
25 H -3.2426 -2.0975 -1.3007  0.40
26 H 1.0245 0.8731 -1.6396  0.21
27 C -1.6053 -0.4382 -2.1764  -0.23
28 H 1.3906 -3.7891 1.4061  0.23

**Relative energy (zero: lowest compared OMol25 entry of this formula, charge and spin)**: 635.6 kJ/mol
**SMILES**: CCCN(CCCN)N(O)N=O
**HOMO energy**: -8.75 eV
**Total energy**: -16527.744 eV
**F_max**: 5.8 eV/Å

---

[2]
The following is a DFT calculation (ωB97M-V with the def2-TZVPD basis set) of a cluster of 8 separate species, C59H129N7O8 in total in a non-equilibrium geometry.

Last column: Mulliken charge in e.
Positions of all 203 atoms, in Å:
1 H 5.9619 -8.8705 -30.0357  -0.41
2 H 6.8819 -18.6633 -31.0717  0.39
3 H -2.6154 -9.6755 -31.2735  0.13
4 C 5.5863 -14.9722 -31.9797  1.94
5 C -2.5005 -5.7045 -30.1970  -0.74
6 O 2.2766 -10.1998 -36.2329  -0.39
7 C 4.1331 -10.9437 -33.8952  -0.11
8 H 6.4548 -13.6298 -24.4578  0.13
9 H 3.7501 -16.9842 -24.1072  0.42
10 C -0.0303 -13.4214 -31.4633  -1.59
11 H 8.8464 -16.3307 -32.8990  0.24
12 H 2.7834 -6.7887 -33.8783  0.40
13 H 4.0201 -11.6871 -24.3707  0.85
14 O 3.0837 -13.7932 -23.5000  -0.48
15 H 0.1101 -7.9603 -33.0876  0.09
16 C 5.1166 -17.5366 -31.5809  -0.84
17 H -2.3239 -12.0659 -32.2992  0.26
18 H 4.1063 -11.0666 -25.9556  0.12
19 H -0.6441 -4.7229 -30.8997  0.42
20 O 6.9608 -12.0460 -29.4850  3.00
21 C 3.4304 -5.8095 -25.3520  -2.00
22 H 4.7115 -16.2701 -26.4845  0.33
23 H -1.3718 -11.6712 -35.6551  0.22
24 O 7.8199 -14.2726 -31.4491  -0.48
25 C -3.0784 -8.7356 -30.9730  -1.53
26 H 6.2222 -17.5121 -29.7898  0.31
27 O 4.8171 -8.2248 -23.8898  -0.64
28 N 3.4959 -9.6208 -35.9485  0.45
29 N 7.8669 -10.9895 -29.3581  0.26
30 C 7.4998 -16.6491 -31.2077  0.73
31 H 8.2865 -12.8450 -27.3289  0.31
32 C 3.4268 -8.1473 -35.6611  1.72
33 C 2.7614 -7.4077 -36.8374  -2.12
34 H 0.2535 -14.2932 -32.0528  0.44
35 C 4.5130 -10.4881 -35.3014  1.83
36 H 9.4370 -16.0433 -30.3876  0.43
37 C 9.0740 -11.4039 -28.6101  1.88
38 O -1.6652 -12.9325 -34.0774  -0.42
39 H 0.2562 -8.6545 -29.5089  0.01
40 H 5.7352 -12.2955 -35.9999  0.27
41 H 3.3155 -9.6563 -29.6414  0.14
42 H 4.7422 -6.1561 -27.9635  0.48
43 H 4.4149 -10.0981 -33.2678  -0.35
44 H 9.2082 -11.2356 -31.9078  0.28
45 C 6.4175 -17.7037 -30.8449  -0.99
46 H 4.6222 -11.8796 -33.6249  -0.16
47 H -4.1479 -6.3959 -31.3021  0.46
48 H -1.9491 -13.2922 -36.0616  0.24
49 H -0.6246 -5.1173 -29.2986  0.45
50 C 9.8013 -12.5014 -29.3523  -1.66
51 C 4.5246 -16.3554 -23.6681  -1.89
52 H 10.5596 -9.9424 -30.5247  0.31
53 H 4.5292 -12.9224 -27.6805  -0.80
54 H 6.6221 -7.7602 -28.0642  -0.08
55 C 5.3620 -15.6277 -25.8911  -1.62
56 H 8.1719 -11.2723 -26.5980  0.03
57 C 2.5436 -7.7106 -34.4082  -1.50
58 H 6.8349 -8.0106 -34.7138  0.61
59 H 6.4740 -10.3808 -34.5691  0.15
60 H 5.1474 -13.6279 -30.4182  -0.46
61 H 2.4971 -6.8014 -27.5555  0.21
62 H 3.2022 -7.5836 -37.8186  0.50
63 C 6.5126 -9.3262 -30.8585  -0.73
64 H 0.7992 -13.4776 -30.7584  0.25
65 H 6.3885 -15.9913 -25.8451  0.52
66 H -2.9980 -8.5982 -29.8947  0.31
67 H 5.4345 -7.4244 -36.4801  0.43
68 C 5.9353 -7.8598 -25.9767  1.44
69 C 10.1958 -9.3172 -29.7092  -0.86
70 C -3.0725 -6.2731 -31.4301  -1.27
71 H 6.7533 -9.9061 -25.8675  -0.55
72 H 1.7838 -7.3665 -31.2186  0.04
73 H 8.9304 -17.6597 -29.7168  0.41
74 H 2.2028 -9.1085 -25.1467  0.26
75 H 2.2943 -14.3183 -23.3496  0.35
76 H 1.6445 -11.0614 -30.2290  0.05
77 H 7.4224 -17.2923 -33.2046  0.36
78 C 6.4780 -6.4181 -25.7099  -2.16
79 C 5.5386 -14.4454 -26.9000  0.66
80 H 1.3650 -13.5437 -25.8747  0.48
81 C -0.1789 -12.1171 -32.2076  1.06
82 H 2.8336 -8.5028 -27.4851  0.13
83 H 6.4140 -8.6883 -31.7368  0.58
84 C 4.5623 -16.1077 -31.6001  -0.95
85 H 5.4382 -11.9387 -25.4227  -0.36
86 H 4.3228 -7.4997 -29.0153  0.47
87 H 4.1670 -15.8590 -30.6152  0.27
88 H 8.2745 -16.2238 -29.1007  0.16
89 H 1.1897 -7.7055 -25.2092  0.43
90 H 6.0123 -5.6504 -26.3278  0.33
91 H 7.5366 -6.4031 -25.9691  0.46
92 H 4.0354 -12.4556 -36.3130  0.37
93 C 8.6146 -16.6667 -30.0368  -1.70
94 H -0.9169 -13.6928 -30.8904  0.36
95 C 3.3451 -7.3345 -25.6454  1.48
96 H 3.5883 -14.3558 -27.6914  0.67
97 H 3.7156 -16.1599 -32.2846  0.36
98 H -3.0045 -5.5020 -32.1976  0.34
99 H 4.3667 -18.1023 -31.0280  0.43
100 H 6.4491 -9.6740 -36.1840  0.46
101 C 5.7746 -14.9659 -33.5422  -1.93
102 H 4.2677 -10.9354 -29.2164  -0.99
103 C 3.5304 -10.6716 -29.9747  1.56
104 C 8.2313 -17.1331 -32.4915  -1.59
105 C 5.7521 -8.0305 -27.4657  0.54
106 H 7.0771 -8.8684 -24.5149  0.70
107 C 4.8237 -15.1250 -24.5090  1.64
108 C 8.2292 -10.7592 -31.8556  -1.60
109 N 6.8752 -15.3208 -31.3549  1.49
110 H -2.7894 -6.3173 -29.3431  0.32
111 H 4.9466 -6.5203 -35.0560  0.51
112 C 3.5873 -13.1906 -25.7307  3.06
113 H 1.5151 -8.0317 -34.5732  0.32
114 N 0.0768 -11.0743 -31.2678  0.41
115 H 2.1680 -7.8808 -23.7967  0.40
116 H 5.7373 -14.8770 -27.8809  0.17
117 H 10.9311 -10.5542 -27.9814  0.49
118 C -2.9022 -7.8371 -33.2517  -1.99
119 H 4.9608 -14.4705 -34.0719  0.53
120 H 1.7395 -7.7584 -36.9816  0.37
121 H 7.7021 -11.6987 -32.0218  0.07
122 H 10.8679 -8.4939 -29.4675  0.50
123 H 7.5793 -13.9249 -30.5872  -0.53
124 H 8.3828 -8.3264 -29.3948  -0.06
125 H -0.5013 -11.0433 -30.4402  0.29
126 C 4.8830 -7.4937 -35.5425  -1.64
127 C 7.8751 -10.0964 -30.5802  1.80
128 H -3.9627 -8.0589 -33.3718  0.44
129 H 2.8150 -8.3922 -33.6021  0.23
130 H -2.7523 -6.9766 -33.9037  0.42
131 C 4.8338 -11.7205 -36.2118  -2.07
132 O -0.2518 -8.4340 -32.3352  -0.02
133 H 6.2885 -13.6909 -26.6620  -0.80
134 C 2.1368 -12.7929 -26.0443  -2.34
135 H -2.9770 -4.7657 -29.9149  0.48
136 H -1.2318 -8.0132 -28.9614  0.29
137 H 9.7268 -9.4645 -27.6293  0.16
138 H 1.7248 -6.2158 -29.9667  0.46
139 C -2.0822 -12.4512 -35.3811  -0.61
140 H 5.1541 -18.0024 -32.5657  0.41
141 H 5.5713 -8.3100 -33.5909  -0.29
142 H -1.6303 -10.9495 -33.4489  -0.10
143 H 4.0176 -5.6778 -24.4432  0.34
144 H 6.4001 -6.0810 -24.6762  0.36
145 N 4.6607 -8.0599 -25.2588  1.43
146 H 5.6416 -12.6905 -31.7214  -0.54
147 H 4.9332 -11.2954 -37.2106  0.58
148 H 8.0276 -10.1796 -32.7565  0.37
149 C 4.5584 -7.2303 -27.9858  -1.18
150 C 4.1643 -13.7135 -27.0253  -0.79
151 C 10.0158 -10.1567 -28.4201  -1.32
152 H -0.0327 -10.1738 -31.7119  -0.32
153 H 0.6897 -12.0890 -32.8655  -0.38
154 H 0.1777 -7.2125 -28.4979  0.41
155 H 6.6511 -14.3935 -33.8457  0.37
156 H 4.0372 -16.1536 -22.7142  0.41
157 H 1.9318 -12.4139 -27.0455  0.21
158 H 2.4273 -5.4880 -25.0718  0.61
159 C 3.2137 -7.5294 -27.1751  -0.67
160 H 2.7240 -6.3220 -36.7487  0.36
161 H 5.8103 -10.1371 -31.0521  -0.70
162 O 2.3324 -11.3974 -29.6497  -0.25
163 H -3.1353 -12.1903 -35.2762  0.28
164 H 8.9330 -8.2007 -31.0976  0.52
165 H 9.7572 -12.1043 -26.7291  0.60
166 C 1.2049 -6.5077 -30.8792  -1.75
167 C -2.4463 -7.5906 -31.8254  1.60
168 C -1.5424 -11.9608 -33.0518  -0.10
169 C 5.0703 -13.5932 -31.5050  -1.17
170 H 6.2850 -11.5992 -28.9699  -0.75
171 H 3.8948 -10.7469 -30.9993  -0.41
172 H 4.6398 -9.1650 -23.8104  0.38
173 C 8.8099 -11.8944 -27.2257  -2.01
174 C -0.9876 -5.5224 -30.2432  -1.45
175 C 5.8944 -9.7568 -35.2493  -1.15
176 H 1.4528 -5.7015 -31.5697  0.47
177 C 5.8063 -8.3663 -34.6538  0.19
178 H 3.7397 -5.1947 -26.1972  0.23
179 N -0.9301 -7.4372 -31.7233  -0.12
180 C 6.9961 -8.8773 -25.6018  -1.11
181 H 3.0731 -10.9377 -33.6417  -0.28
182 H 10.6285 -12.9908 -28.8382  0.46
183 C 4.3494 -11.9560 -25.3744  -1.54
184 H 4.0214 -13.4272 -31.7509  0.86
185 H 5.4649 -16.8580 -23.4417  0.37
186 H 2.2923 -10.4166 -37.1680  0.32
187 N 3.6482 -14.2735 -24.6892  0.23
188 H 6.0004 -15.9136 -34.0310  0.29
189 C 2.1661 -8.0541 -24.8728  -1.80
190 H -2.3477 -8.5974 -33.8018  0.16
191 C -0.2648 -7.7085 -29.3618  -1.39
192 H 9.2259 -13.3570 -29.7059  0.11
193 H -4.1485 -8.8058 -31.1682  0.52
194 H 5.6609 -14.0268 -22.8619  0.37
195 H 1.8040 -12.0683 -25.3012  0.45
196 C 8.8200 -8.8612 -30.2379  -0.94
197 C -0.2453 -6.7725 -30.5979  1.97
198 C 6.0418 -14.4039 -23.8110  -1.62
199 H 6.8482 -15.1065 -23.6009  0.49
200 H 8.9013 -17.9798 -32.3425  0.46
201 H 5.4701 -9.0712 -27.6255  -0.58
202 H 7.9689 -8.6652 -26.0455  0.12
203 H 10.2963 -12.0794 -30.2269  0.37

**Relative energy (zero: lowest compared OMol25 entry of this formula, charge and spin)**: 0.0 kJ/mol
**SMILES**: CC1(C)CCCC(C)(C)N1O.CC1(C)CCCC(C)(C)N1O.CC1(C)CCCC(C)(C)N1O.CC1(C)CCCC(C)(C)N1O.CC1(C)CCCC(C)(C)N1O.CC1(C)CCCC(C)(C)N1O.COC[C@H](C)N.CO
**HOMO energy**: -7.79 eV
**Total energy**: -90073.895 eV
**F_max**: 3.9 eV/Å

---

[3]
The following is a DFT calculation (ωB97M-V with the def2-TZVPD basis set) of a cluster of 2 separate species, C2H3ClIN in total in a non-equilibrium geometry.

Last column: natural (NBO) charge in e.
Positions of all 8 atoms, in Å:
1 Cl -2.4512 1.0157 1.4472  0.19
2 C 0.8887 0.2235 -0.6707  -0.43
3 C -1.1258 0.5406 0.6057  0.34
4 H 1.6031 0.8887 -1.2019  0.23
5 H 0.2640 -0.4456 -1.3030  0.25
6 N -0.2112 0.9297 -0.0675  -0.33
7 I -0.2377 -2.7856 1.1385  -0.50
8 H 1.2702 -0.3671 0.0517  0.24

**Relative energy (zero: lowest compared OMol25 entry of this formula, charge and spin)**: 206.8 kJ/mol
**HOMO energy (spin up / spin down)**: -8.65 / -8.03 eV
**Total energy**: -24232.794 eV
**F_max**: 4.0 eV/Å

---

Which value of F_max does entry 1 give?
5.8 eV/Å

---

Among the records above, which one has the lowest relative energy (zero: lowest compared OMol25 entry of this formula, charge and spin)?
C59H129N7O8

---

Among the records above, which one has the highest total energy?
C6H16N4O2

---

Look up the F_max of the second one.
3.9 eV/Å